(1)
Here is a cluster of 2 separate species, C4H9ClN2S in total at a distorted geometry from the OMol25 dataset. Energies are from ωB97M-V/def2-TZVPD.

```
17
Properties=species:S:1:pos:R:3:forces:R:3:mulliken_charge:R:1
C 2.7985 0.3061 -0.2601 -1.587 -0.306 -0.337 0.11
C -0.4004 -1.9392 -0.1679 1.141 1.837 1.478 -0.89
C -0.7988 1.5823 -0.6176 -1.552 4.270 2.164 -0.97
C -1.6769 0.2289 1.0986 -1.748 2.274 1.949 -0.35
N -0.5508 -0.5966 -0.7285 1.635 -2.438 -1.279 -1.02
N -1.0894 0.3163 -0.0414 0.013 -0.997 0.750 0.80
S 3.4502 1.6920 0.1381 0.417 0.290 0.097 -0.19
Cl 3.3792 -1.2760 0.1755 -0.007 0.319 -0.180 -0.13
H -1.0662 -2.3074 0.5739 -1.944 -0.272 0.040 0.38
H -0.2793 -2.5766 -0.9983 0.227 -0.968 -0.611 0.28
H 0.4755 -1.9888 0.5458 0.098 0.289 -1.139 0.29
H -0.2476 2.2220 0.2023 -1.047 -1.165 -1.738 0.30
H -0.1641 1.3725 -1.4035 1.065 0.030 -1.749 0.37
H -1.7401 2.1639 -0.9384 1.413 -1.030 0.469 0.33
H -1.6916 -0.6009 1.7489 0.054 -1.042 -0.060 0.27
H -2.1975 1.1429 1.4536 0.691 -0.718 -0.271 0.24
H 1.7993 0.2585 -0.7811 1.130 -0.372 0.417 0.19
```
Forces are in eV/Å.

Results
HOMO-LUMO gap = 7.298 eV
ΔE to the lowest compared entry with this formula, charge and spin = 3.439 eV
Highest occupied orbital energy = -7.77 eV
Max |F| = 0.098 Eh/bohr



(2)
Here is an isolated molecule of C12H25BO3 at a distorted geometry from the OMol25 dataset. Energies are from ωB97M-V/def2-TZVPD.

```
41
Properties=species:S:1:pos:R:3:forces:R:3:mulliken_charge:R:1
C 4.4056 -0.1824 1.1557 0.134 -0.282 -0.661 -0.83
C 4.1071 -0.7977 -0.3650 1.245 1.211 -0.288 -0.35
C 2.9673 0.1235 -1.1008 -0.622 -1.005 -0.131 -0.82
B 1.4013 -0.3549 -0.7350 0.135 0.834 -0.285 0.51
C 0.2160 0.5308 -1.5191 1.098 0.071 -0.493 0.01
C 0.0836 2.0059 -0.7854 -0.815 0.655 -0.564 -0.59
C -1.2663 2.1097 0.1669 0.659 0.556 -0.174 0.40
C -0.8849 2.2392 1.7676 -0.423 -0.488 -0.770 -0.30
O -1.6798 3.3748 2.3366 -0.293 -2.926 0.955 -0.54
C 1.1112 -1.5980 0.3010 -0.813 -0.506 0.070 -0.56
C -0.4448 -2.1098 0.3588 0.359 -2.382 -0.026 -0.61
O -1.3992 -1.1440 0.9296 -2.411 -0.900 -1.179 -0.09
C -2.7831 -1.6379 0.8640 -1.290 -5.135 4.813 0.37
O -3.1292 -2.6163 1.7457 2.337 6.234 -5.687 -0.59
C -3.9743 -1.0963 -0.1230 0.490 0.074 -0.423 -0.29
C -3.5019 -0.7265 -1.6487 0.014 0.506 -0.273 -0.63
H 5.5588 0.0380 1.3256 -2.479 -0.636 -0.353 0.29
H 3.8508 0.8468 1.2092 0.965 -2.040 0.247 0.20
H 4.0255 -0.9471 1.9567 0.715 1.735 -1.346 0.20
H 5.1057 -0.6791 -1.0001 -2.051 -0.372 1.382 0.32
H 3.8627 -1.9507 -0.3482 0.301 2.456 0.011 0.23
H 3.0327 1.2743 -0.8297 0.254 -2.318 -0.666 0.33
H 3.0452 0.0017 -2.2828 -0.050 0.435 2.371 0.24
H 0.6750 0.7484 -2.5987 -1.184 -0.551 2.119 0.27
H -0.7962 -0.0468 -1.6246 1.819 1.448 0.227 -0.29
H 1.0786 2.2969 -0.2021 -2.202 -0.695 -1.109 0.13
H -0.0597 2.8445 -1.6228 0.495 -1.926 1.735 0.27
H -1.8580 3.0929 -0.1229 1.268 -2.007 0.709 0.40
H -1.9503 1.1923 -0.0939 1.360 1.780 0.851 -0.57
H 0.2736 2.4760 1.9106 -2.581 -0.537 -0.299 0.10
H -1.1846 1.2151 2.2882 0.880 2.215 -0.909 0.25
H -2.3152 2.9089 2.9741 1.334 1.318 -1.349 0.34
H 1.7501 -2.5217 -0.1032 -1.405 1.787 0.999 0.20
H 1.4623 -1.3944 1.4121 -0.566 -0.352 -2.272 0.21
H -0.4508 -3.0887 1.0419 -0.185 2.108 -1.439 0.30
H -0.8895 -2.4382 -0.6893 1.295 0.717 1.895 0.32
H -4.4673 -0.1629 0.3837 0.953 -1.826 -0.870 0.26
H -4.7671 -1.9619 -0.2106 1.793 1.729 0.642 0.31
H -2.5319 -1.3521 -1.9473 -2.304 1.400 0.505 0.09
H -3.2797 0.4381 -1.7802 -0.275 -2.654 0.407 0.17
H -4.3995 -0.9505 -2.3947 2.045 0.266 1.626 0.35
```
Forces are in eV/Å.

Results
SMILES = CCCB(CCCCO)CCOC(=O)CC
HOMO-LUMO gap = 10.309 eV
Highest occupied orbital energy = -9.93 eV
Max |F| = 0.170 Eh/bohr



(3)
Here is a structure of composition C20H22Br2CuN6O from the OMol25 dataset. Energies are from ωB97M-V/def2-TZVPD.

```
52
Properties=species:S:1:pos:R:3:forces:R:3:mulliken_charge:R:1
Cu -0.3904 -0.0036 -0.1475 0.177 -0.016 -0.086 -0.58
C 3.4858 -1.9354 2.1750 0.012 -0.009 0.002 -1.09
N 2.1653 -2.4498 2.4885 0.053 0.014 -0.023 0.03
C 2.1519 -3.8933 2.6997 0.006 -0.009 0.027 -1.03
C 1.1113 -1.8739 1.7922 -0.094 0.064 0.113 0.48
N 1.2096 -1.0812 0.8062 -0.083 -0.006 -0.078 -0.45
N -0.1211 -2.1917 2.3642 0.002 -0.080 -0.106 -0.09
C -1.3850 -2.1341 1.8018 0.097 0.070 0.107 0.40
N -2.3302 -2.6648 2.6586 -0.062 0.013 -0.014 -0.53
N -1.6234 -1.6213 0.6608 -0.055 -0.007 -0.098 -0.24
H 4.1810 -2.2754 2.9408 -0.001 -0.013 -0.003 0.28
H 3.4721 -0.8471 2.1840 -0.007 0.001 0.006 0.38
H 3.8523 -2.2839 1.2004 0.006 0.001 0.003 0.38
H 2.8000 -4.1386 3.5403 -0.001 0.006 0.002 0.38
H 2.5128 -4.4300 1.8143 0.002 0.004 -0.006 0.32
H 1.1492 -4.2438 2.9252 -0.006 0.006 -0.008 0.31
H 2.1386 -1.0259 0.4088 0.006 -0.058 0.008 0.24
H -0.0968 -2.3293 3.3605 0.015 0.029 0.023 0.31
H -2.0745 -3.4917 3.1727 0.004 -0.009 0.011 0.21
H -3.2734 -2.6730 2.3098 -0.011 -0.019 0.008 0.24
H -2.5910 -1.7380 0.3840 0.000 -0.047 0.024 0.18
C -1.7482 1.3752 -3.1095 -0.005 0.054 0.017 -1.61
C -1.5369 2.3426 -1.9815 -0.002 -0.058 -0.035 1.01
C -1.7559 3.7223 -2.2033 -0.012 -0.008 -0.056 -0.80
C -1.6140 4.6175 -1.1895 0.007 0.041 0.054 -0.81
C -1.2726 4.1650 0.1051 -0.013 0.001 -0.067 1.05
C -1.1478 4.9886 1.2483 -0.005 0.040 0.014 -0.08
Br -1.3988 6.8667 1.1122 -0.003 -0.005 -0.007 -0.25
C -0.8524 4.4465 2.4663 -0.001 -0.063 -0.044 -0.43
C -0.6648 3.0648 2.5976 0.015 0.045 0.084 -0.49
Br -0.2671 2.3506 4.3053 -0.004 0.015 -0.005 -0.20
C -0.7533 2.1807 1.5275 -0.007 -0.109 -0.015 0.29
O -0.5908 0.9114 1.6159 -0.009 0.069 -0.043 -0.30
C -1.0643 2.7803 0.2505 -0.008 -0.042 -0.087 0.61
N -1.1727 1.9028 -0.7961 -0.023 0.075 0.218 -0.83
H -2.4794 1.7812 -3.8087 -0.001 -0.013 -0.001 0.50
H -2.0922 0.4139 -2.7376 0.003 -0.003 0.003 0.25
H -0.8181 1.1930 -3.6500 -0.001 0.008 0.006 0.23
H -2.0447 4.0530 -3.1924 0.002 -0.018 0.002 0.43
H -1.7804 5.6730 -1.3580 0.006 -0.002 0.011 0.34
H -0.7645 5.0809 3.3370 0.007 -0.014 0.011 0.43
C 1.3004 -1.7458 -4.2838 -0.008 0.005 0.017 -0.40
C 1.8332 -0.5989 -3.7103 -0.017 -0.020 -0.009 -0.62
C 1.2992 -0.1026 -2.5247 -0.017 0.004 -0.004 0.21
C 0.2308 -0.7259 -1.8709 0.015 0.035 0.002 0.12
C -0.2678 -1.8899 -2.4591 0.016 0.003 0.008 0.03
C 0.2462 -2.3919 -3.6510 0.003 0.020 0.012 -0.58
H 1.7045 -2.1334 -5.2108 -0.001 -0.002 0.001 0.38
H 2.6607 -0.0893 -4.1914 -0.005 0.009 0.009 0.37
H 1.7236 0.8109 -2.1124 0.007 -0.007 -0.005 0.34
H -1.0810 -2.4266 -1.9781 -0.001 0.006 -0.006 0.31
H -0.1751 -3.2909 -4.0873 0.004 -0.001 0.003 0.40
```
Forces are in eV/Å.

Results
HOMO-LUMO gap (spin up / spin down) = 7.206 / 7.184 eV
2S+1 = 2
Highest occupied orbital energy (spin up / spin down) = -6.98 / -6.96 eV
Max |F| = 0.004 Eh/bohr



(4)
Here is a cluster of 2 separate species, C5H6Cl2N3O in total at a distorted geometry from the OMol25 dataset. Energies are from ωB97M-V/def2-TZVPD.

```
17
Properties=species:S:1:pos:R:3:forces:R:3:mulliken_charge:R:1
C -2.1506 0.2440 0.3933 0.187 -0.092 -0.100 -0.60
C -1.3303 1.2487 -0.1692 0.236 -1.194 -0.328 0.64
C -1.8856 -1.0582 0.0344 -0.016 0.565 0.108 0.39
C 2.5446 0.3489 0.8764 -0.266 -1.380 -0.032 0.09
C -0.0535 -0.3014 -1.2398 -0.362 -0.125 0.045 -0.03
N -0.8494 -1.3099 -0.8079 0.005 0.106 -0.109 -0.04
N -0.3187 0.9512 -0.9749 -0.322 0.769 0.024 -0.46
N 1.7256 -0.4591 0.3215 0.277 0.085 0.183 -0.42
O 2.5589 1.6285 0.6384 0.087 1.092 -0.110 -0.42
Cl -1.6112 2.8724 0.1612 -0.094 0.214 0.105 -0.08
Cl -2.7974 -2.3856 0.5669 0.153 0.161 -0.080 -0.09
H -2.9581 0.4905 1.0619 -0.081 -0.057 0.033 0.43
H 3.3143 0.0647 1.5947 -0.071 0.009 -0.033 0.35
H 1.8983 1.8908 -0.0222 -0.044 -0.176 -0.023 0.33
H -0.6683 -2.2710 -1.0835 0.031 0.149 -0.012 0.26
H 0.7309 -0.5272 -1.9449 -0.060 -0.204 0.037 0.46
H 1.8505 -1.4272 0.5938 0.341 0.078 0.291 0.17
```
Forces are in eV/Å.

Results
HOMO-LUMO gap = 9.230 eV
ΔE to the lowest compared entry with this formula, charge and spin = 0.000 eV
Charge = +1
Highest occupied orbital energy = -14.06 eV
Max |F| = 0.027 Eh/bohr



(5)
Here is a cluster of 2 separate species, C3H8N3OS in total at a distorted geometry from the OMol25 dataset. Energies are from ωB97M-V/def2-TZVPD.

```
16
Properties=species:S:1:pos:R:3:forces:R:3:mulliken_charge:R:1
C 0.5404 0.2103 0.0940 1.481 -3.853 -2.605 0.63
C 0.5457 -2.2749 -0.0990 -0.986 0.719 1.429 -0.67
C 2.3951 2.2356 0.2373 0.605 -2.425 -0.281 -0.82
N -3.0687 -0.2090 -0.4392 -0.348 -0.336 -2.920 0.22
N -1.9879 -0.0369 0.1632 0.139 0.701 2.286 -0.29
N 0.7218 -0.9047 -0.2969 0.437 5.015 1.391 -0.11
O -4.2412 0.0951 -0.1933 1.917 -0.626 -0.117 -0.49
S 0.5427 1.8525 0.2205 0.875 0.002 -0.124 0.04
H 0.9936 -2.5730 0.8159 0.526 -0.420 0.697 0.32
H 0.7123 -2.9205 -0.8811 1.040 -0.947 -2.034 0.30
H -0.5007 -2.2253 0.0192 -1.724 -0.856 0.550 0.34
H 2.2550 3.2299 0.5198 0.618 1.532 1.261 0.32
H 2.9800 2.2522 -0.6868 -1.111 -0.179 -0.629 0.35
H 3.0105 1.5000 0.8408 -1.243 1.327 0.179 0.33
H -2.1625 0.4082 1.0935 -0.311 -0.302 -0.670 0.23
H -2.7360 -0.6396 -1.4080 -1.915 0.647 1.590 0.29
```
Forces are in eV/Å.

Results
HOMO-LUMO gap = 9.665 eV
ΔE to the lowest compared entry with this formula, charge and spin = 4.790 eV
Charge = +1
Highest occupied orbital energy = -14.25 eV
Max |F| = 0.102 Eh/bohr



(6)
Here is a cluster of 2 separate species, C2H2F5N in total at a distorted geometry from the OMol25 dataset. Energies are from ωB97M-V/def2-TZVPD.

```
10
Properties=species:S:1:pos:R:3:forces:R:3:mulliken_charge:R:1
C -0.8293 0.5179 -0.0099 2.688 0.577 -0.590 -0.78
C -0.7644 -0.9599 0.0100 -0.104 -0.577 0.063 0.98
N 1.6774 1.1165 -0.4527 -2.920 -0.252 -0.267 0.09
F -0.0899 -1.4702 -1.0246 0.071 0.146 -0.207 -0.24
F -0.2029 -1.4352 1.1282 0.150 0.198 0.158 -0.25
F -2.0044 -1.5025 -0.0450 -0.187 0.161 -0.023 -0.25
F 1.9195 1.7591 0.7046 0.337 0.148 0.558 -0.10
F 2.2752 -0.0680 -0.3034 0.405 -0.471 0.264 -0.09
H -0.8996 1.0392 0.9267 -0.132 0.059 0.139 0.32
H -1.0816 1.0030 -0.9338 -0.308 0.013 -0.097 0.32
```
Forces are in eV/Å.

Results
HOMO-LUMO gap = 6.936 eV
ΔE to the lowest compared entry with this formula, charge and spin = 6.900 eV
Highest occupied orbital energy = -9.26 eV
Max |F| = 0.057 Eh/bohr



> What is the max |F| in the sixth record?

0.057 Eh/bohr